35
Properties=species:S:1:pos:R:3:forces:R:3:lowdin_charge:R:1 method="wB97M-V/def2-TZVPD" smiles=Cc1c[nH]c2ccccc12.Cc1ccc(O)cc1 e_homo_ha=-0.29006 spin_multiplicity=1 orbital_gap_ev=8.76 total_energy_ha=-749.7886
C 0.432283 3.742012 0.024346 -2.213 -2.964 2.424 -0.039
C 1.649969 2.967401 0.481144 -1.063 2.222 -0.574 -0.239
C 2.889335 3.479691 0.642354 1.132 -4.838 0.422 -0.002
N 3.786972 2.388886 0.989683 -3.139 -0.029 0.631 0.076
C 2.976847 1.258883 1.148593 0.978 -0.740 -0.690 -0.222
C 3.370490 -0.075463 1.423098 1.528 -0.787 -0.595 -0.019
C 2.406523 -1.115300 1.328795 1.997 1.349 0.924 -0.109
C 1.089264 -0.739730 1.238392 -3.121 0.438 0.852 -0.131
C 0.677194 0.557024 0.921428 -0.777 1.728 -0.517 -0.032
C 1.651209 1.581894 0.787282 0.400 -1.503 0.739 -0.147
H -0.402937 3.752915 0.850802 1.617 0.237 -1.258 0.118
H -0.050878 3.154782 -0.745884 -0.131 -0.395 -0.358 0.065
H 0.492801 4.673047 -0.411411 0.884 2.241 -0.444 0.037
H 3.336208 4.383364 0.650748 0.767 3.036 -0.447 0.080
H 4.764777 2.296798 0.875035 0.721 0.439 -0.030 0.124
H 4.501509 -0.293877 1.627912 -2.288 0.305 -0.474 0.132
H 2.650956 -2.172358 1.444209 0.153 0.437 0.273 0.100
H 0.298101 -1.373672 1.732662 0.786 0.094 -1.480 0.123
H -0.416093 0.897561 0.703663 2.297 -0.992 1.244 0.106
C -4.218432 -2.965497 0.783534 3.267 -1.672 -0.384 -0.066
C -3.435084 -2.245427 -0.281840 0.267 1.600 0.941 -0.245
C -2.810426 -0.947723 0.084191 -1.521 -1.828 0.754 -0.027
C -1.853181 -0.499679 -0.745065 1.214 1.611 -1.560 -0.063
C -1.671012 -1.197019 -1.953053 2.840 -0.473 -1.077 -0.317
O -0.524199 -0.769513 -2.599325 -0.310 2.074 -0.263 0.013
C -2.315297 -2.306799 -2.432976 -1.584 -1.025 1.074 -0.015
C -3.226106 -2.883550 -1.511522 0.697 2.915 1.033 -0.049
H -3.596698 -3.075551 1.704676 -0.349 0.144 -0.601 0.095
H -4.323600 -3.973454 0.388156 -0.510 -0.208 0.325 0.071
H -5.110620 -2.579482 1.076982 -2.732 1.295 0.574 0.035
H -3.053932 -0.378523 1.033405 0.196 -1.152 -1.096 0.133
H -1.122771 0.404662 -0.618460 -2.069 -2.074 -0.406 0.114
H 0.090058 -1.404031 -2.931100 -0.048 -1.117 -0.178 0.088
H -2.205410 -2.852517 -3.386130 0.542 0.918 0.466 0.124
H -3.848141 -3.690077 -1.760657 -0.428 -1.288 -0.244 0.089

35
Properties=species:S:1:pos:R:3:forces:R:3:lowdin_charge:R:1 method="wB97M-V/def2-TZVPD" smiles=Cc1c[nH]c2ccccc12.Cc1ccc(O)cc1 e_homo_ha=-0.29178 spin_multiplicity=1 orbital_gap_ev=8.69 total_energy_ha=-749.7849
C -3.943457 3.249449 -0.883432 0.591 5.785 1.430 -0.074
C -2.855968 2.342824 -0.783884 -0.232 -3.016 3.049 -0.297
C -2.643590 1.654449 0.393063 1.634 -1.569 -2.653 -0.029
N -1.594087 0.700759 0.203977 0.132 1.931 -0.278 0.070
C -0.993604 1.025874 -1.029873 0.514 -0.588 0.364 -0.166
C 0.220660 0.534711 -1.625174 -1.194 -0.326 1.484 -0.015
C 0.512186 0.986263 -2.874050 -0.528 1.162 -0.921 -0.097
C -0.315979 1.977819 -3.483932 -0.583 -0.385 -0.460 -0.090
C -1.510608 2.410119 -2.956564 -0.652 -0.334 0.885 -0.024
C -1.838537 1.955470 -1.678701 1.320 -0.609 0.070 -0.166
H -4.524631 3.515873 0.091502 1.086 -0.950 -1.735 0.120
H -4.571824 3.341840 -1.717153 -1.089 -0.890 -1.223 0.048
H -3.297566 4.229340 -1.084608 -1.548 -0.958 0.544 0.127
H -3.163658 1.514432 1.285838 -1.090 0.434 1.119 0.099
H -1.053309 0.534329 1.039254 0.368 -0.463 -0.252 0.129
H 0.858270 -0.186835 -1.082810 -0.704 0.403 -0.427 0.078
H 1.313839 0.576605 -3.480925 0.180 0.184 0.317 0.099
H -0.100030 2.343205 -4.458479 0.520 -0.006 -0.750 0.084
H -2.346067 2.988509 -3.378811 1.173 0.200 -0.639 0.123
C 1.324494 -2.866842 3.986653 1.702 -3.339 -1.190 -0.068
C 1.451120 -2.546435 2.467435 2.798 -1.324 3.387 -0.270
C 1.719566 -1.207653 2.244329 -1.640 -0.482 0.256 -0.080
C 2.193766 -0.780793 1.041651 0.412 0.199 -1.310 -0.052
C 2.458631 -1.728961 0.072799 0.284 -2.410 1.233 -0.316
O 3.173326 -1.549398 -1.072559 -0.523 0.757 -0.802 0.037
C 2.294403 -3.126557 0.419841 1.748 1.447 -3.978 -0.024
C 1.991705 -3.537869 1.646364 -1.426 -0.246 0.625 -0.068
H 2.408949 -2.997274 4.518006 -2.931 0.846 -1.085 0.141
H 0.707756 -3.797475 4.177366 0.960 0.759 -0.265 0.083
H 0.667988 -2.105772 4.151639 -1.197 2.386 2.461 0.011
H 1.499934 -0.483449 3.025368 0.052 -0.120 -0.058 0.119
H 2.385068 0.260329 0.915139 0.297 0.589 -0.377 0.114
H 2.817215 -0.813533 -1.595103 0.231 -0.082 0.221 0.095
H 2.601465 -3.818012 -0.393448 -0.076 0.434 0.730 0.129
H 2.152577 -4.595341 1.899284 -0.586 0.581 0.228 0.129

35
Properties=species:S:1:pos:R:3:forces:R:3:lowdin_charge:R:1 method="wB97M-V/def2-TZVPD" smiles=Cc1c[nH]c2ccccc12.Cc1ccc(O)cc1 e_homo_ha=-0.27773 spin_multiplicity=1 orbital_gap_ev=8.30 total_energy_ha=-749.7883
C -3.286846 -1.684427 -2.790024 -1.233 2.223 0.612 -0.071
C -2.364088 -1.899582 -1.675002 0.782 0.165 4.038 -0.216
C -2.820015 -1.969488 -0.335242 5.457 -0.436 -3.000 -0.036
N -1.768466 -2.270566 0.535051 1.635 -1.051 -0.855 0.062
C -0.593417 -2.515328 -0.234982 -0.177 2.290 -1.586 -0.158
C 0.776599 -2.709936 0.028564 -0.884 0.422 -0.977 -0.033
C 1.747232 -2.530976 -0.994335 0.103 -1.846 2.632 -0.084
C 1.335919 -2.313466 -2.298920 -2.164 0.207 3.101 -0.110
C 0.016051 -2.058565 -2.583477 0.304 0.361 -1.809 -0.047
C -0.909717 -2.114847 -1.593435 -2.928 -1.129 1.475 -0.148
H -3.585683 -2.640558 -3.155689 -0.567 -0.355 -0.847 0.071
H -2.992731 -0.954500 -3.544874 0.691 -0.604 -0.388 0.075
H -4.139122 -1.068831 -2.361860 0.344 -1.312 -0.405 0.098
H -3.730829 -1.915799 0.045581 -3.986 0.460 1.401 0.067
H -1.759179 -2.269601 1.554704 -0.324 -0.068 -0.774 0.150
H 1.006733 -2.990066 1.012562 0.893 -0.190 1.226 0.079
H 2.819811 -2.753977 -0.631435 -1.715 0.629 -1.155 0.126
H 2.019530 -2.041894 -2.944311 3.466 0.745 -3.613 0.045
H -0.289858 -1.713315 -3.602203 0.324 -0.470 0.936 0.132
C -0.237787 4.720102 0.046928 1.334 0.059 1.050 -0.056
C 0.427024 3.710004 0.937753 -3.944 -1.011 0.574 -0.308
C -0.444059 2.831293 1.678821 3.581 0.304 -1.544 -0.004
C 0.240956 1.724662 2.158163 -0.420 -0.360 2.610 -0.048
C 1.609427 1.589476 2.116159 3.305 -0.962 -1.980 -0.291
O 2.262308 0.461478 2.645230 1.391 0.284 -1.101 -0.024
C 2.466302 2.456033 1.361436 -4.055 -0.905 2.445 -0.019
C 1.769545 3.525258 0.906742 3.540 2.875 -2.032 -0.105
H 0.301970 5.623643 0.349424 -0.801 0.634 -0.643 0.080
H -1.314892 4.707114 0.239985 0.315 0.444 -0.393 0.078
H 0.061970 4.436030 -0.959248 -0.527 0.363 -0.273 0.082
H -1.501278 2.972474 1.781221 -0.245 0.064 -0.055 0.103
H -0.192298 1.084457 2.923443 -0.441 -0.370 -0.475 0.116
H 3.178503 0.411305 2.165792 -2.684 0.113 1.493 0.145
H 3.504390 2.413738 1.389646 1.619 -0.254 -0.110 0.092
H 2.495004 4.340641 0.455174 -1.990 -1.321 0.422 0.157